Entry 1:
Computed, not measured: a structure of composition C20H43HoN2P3Se, with ωB97M-V with the def2-TZVPD basis set.

- Frontier orbital gap (alpha / beta): 6.73 / 6.55 eV
- HOMO (alpha / beta): -0.599 / -0.599 Eh
- Strongest force on any atom: 2.4 eV Å⁻¹
- 2S+1: 5
- Charge: +3
- <S²>: 6.005
- LUMO (alpha / beta): -9.58 / -9.76 eV

Structure (XYZ):
```
70
Properties=species:S:1:pos:R:3:forces:R:3
Ho -0.227 -0.987 0.343 0.2 1.4 -0.1
P 0.192 1.962 1.606 0.0 0.5 0.1
P -2.722 0.208 0.115 -1.4 0.7 -0.5
P 2.469 -0.513 -0.061 1.3 0.4 -0.5
H -1.492 -3.134 -3.813 0.4 -0.5 0.6
C -0.711 -3.639 -3.219 -0.5 0.0 0.3
C -0.469 -3.364 -1.924 0.5 -0.8 -1.1
H -1.068 -2.637 -1.363 -0.2 -0.1 -0.2
C 0.397 3.564 0.710 -0.1 -0.5 -0.3
C -1.131 2.472 2.770 -0.4 -0.5 0.2
C 1.629 2.100 2.733 0.2 -0.3 0.1
C -3.339 -0.715 -1.349 0.2 -0.2 0.1
C -4.067 -0.057 1.330 0.2 -0.3 0.4
C -3.178 1.904 -0.409 0.4 0.4 -0.1
C 2.767 -1.558 -1.535 -0.2 -0.2 0.2
C 3.748 -1.109 1.099 -0.3 -0.3 0.3
C 3.310 1.027 -0.598 -0.4 0.3 -0.1
H -0.207 -4.459 -3.762 -0.1 0.6 0.6
H 0.265 -3.984 -1.409 -0.2 0.3 0.2
H 0.505 4.363 1.467 0.0 -0.3 -0.5
H -0.490 3.744 0.083 0.3 0.1 0.2
H 1.291 3.500 0.071 -0.3 0.2 0.2
H -0.949 3.509 3.099 -0.2 -0.4 -0.2
H -1.102 1.838 3.678 -0.1 0.2 -0.5
H -2.123 2.378 2.284 0.5 0.2 0.5
H 1.638 3.110 3.176 0.1 -0.4 -0.2
H 2.564 1.936 2.173 -0.3 0.1 0.4
H 1.560 1.366 3.553 0.1 0.2 -0.3
H -4.429 -0.628 -1.338 0.1 -0.2 -0.2
H -3.053 -1.775 -1.305 -0.3 0.1 -0.1
H -2.937 -0.279 -2.273 -0.1 -0.1 0.2
H -4.962 0.481 0.982 0.3 -0.3 0.1
H -3.775 0.328 2.319 -0.2 -0.1 -0.3
H -4.293 -1.128 1.404 0.0 0.2 0.1
H -4.273 1.927 -0.498 0.3 0.0 0.0
H -2.728 2.145 -1.383 -0.2 -0.1 0.4
H -2.865 2.660 0.323 -0.2 -0.2 -0.2
H 3.851 -1.542 -1.693 -0.2 -0.2 -0.2
H 2.244 -1.164 -2.415 0.1 -0.1 0.1
H 2.436 -2.588 -1.353 0.2 0.1 -0.1
H 4.692 -1.186 0.534 -0.3 0.0 0.3
H 3.469 -2.096 1.499 0.3 0.3 0.0
H 3.862 -0.385 1.923 0.0 -0.4 -0.3
H 4.296 0.707 -0.966 -0.2 0.2 0.1
H 3.446 1.721 0.245 0.0 -0.2 -0.4
H 2.757 1.524 -1.411 0.3 -0.2 0.3
C 0.015 0.453 -4.022 0.2 0.3 0.2
C -0.463 -0.792 -4.502 0.9 1.0 -0.1
C -0.004 -1.186 -5.782 -0.2 1.2 0.3
C 0.747 -0.272 -6.536 0.3 1.0 0.6
C 1.160 0.987 -6.041 -0.5 -0.9 0.6
C 0.837 1.305 -4.727 0.2 0.5 -0.6
Se -0.103 1.318 -2.180 -0.7 -2.2 -0.6
H -0.166 -0.183 -2.016 0.0 0.2 0.9
H -1.108 -1.430 -3.914 0.1 0.5 -0.1
H -0.278 -2.136 -6.239 -0.1 0.2 0.3
H 1.050 -0.490 -7.531 0.1 -0.5 -0.7
H 1.749 1.714 -6.581 0.0 -0.3 -0.4
H 1.200 2.236 -4.248 -0.2 -0.6 -0.6
C 1.135 -1.034 5.745 1.1 0.2 0.1
N -0.162 -1.197 5.038 1.0 -0.2 -1.7
C -1.373 -1.326 5.834 -1.5 -0.1 0.7
C -0.181 -1.265 3.727 -0.2 0.8 0.6
N -0.220 -1.190 2.543 0.1 -0.8 2.1
H 0.984 -1.186 6.826 -0.1 0.0 -0.6
H 1.559 -0.020 5.611 -0.4 -0.5 0.0
H 1.873 -1.770 5.389 -0.4 0.2 0.1
H -1.994 -0.409 5.774 0.3 -0.5 -0.1
H -1.942 -2.199 5.478 0.1 0.4 0.3
H -1.118 -1.474 6.911 0.0 0.0 -1.1
```
Positions in Å, forces in eV/Å.

***

Entry 2:
Computed, not measured: a structure of composition C20H43N2P3SeTb, with ωB97M-V with the def2-TZVPD basis set.

- Frontier orbital gap (alpha / beta): 3.87 / 4.11 eV
- HOMO (alpha / beta): -0.543 / -0.543 Eh
- Strongest force on any atom: 2.7 eV Å⁻¹
- 2S+1: 7
- Charge: +3
- <S²>: 12.686
- LUMO (alpha / beta): -10.91 / -10.68 eV

Structure (XYZ):
```
70
Properties=species:S:1:pos:R:3:forces:R:3
Tb -0.527 -0.327 -0.230 0.0 1.1 2.5
P 1.971 -0.132 1.372 1.7 -0.1 1.1
P -1.682 1.735 1.305 -0.8 0.5 0.2
P 0.865 1.927 -1.386 0.5 1.0 -0.7
H -1.508 -1.690 -2.265 0.3 0.2 0.1
C -0.565 -1.173 -2.529 2.0 -1.6 -0.8
C 0.640 -1.662 -2.071 -1.3 -0.4 -2.1
H 0.681 -2.565 -1.435 -0.2 0.5 0.0
C 2.306 -1.532 2.533 -0.5 -0.3 -0.2
C 2.339 1.229 2.564 -0.6 0.4 -0.1
C 3.577 -0.175 0.476 -0.1 -0.1 -0.5
C -3.271 2.061 0.458 0.0 -0.1 -0.2
C -2.251 1.090 2.915 0.2 -0.3 0.1
C -1.085 3.402 1.711 0.3 0.0 0.0
C 1.929 1.527 -2.831 -0.1 -0.3 0.2
C 1.901 3.215 -0.587 -0.1 0.0 0.3
C -0.430 2.950 -2.196 -0.1 -0.1 0.1
H -0.656 -0.399 -3.296 0.1 -0.1 0.2
H 1.620 -1.334 -2.441 -0.5 0.2 0.1
H 2.213 -2.484 1.999 0.1 0.1 0.2
H 1.588 -1.515 3.361 0.1 0.0 -0.2
H 3.320 -1.466 2.954 -0.3 0.1 -0.2
H 1.542 1.282 3.317 0.2 0.0 -0.1
H 2.396 2.201 2.058 0.0 -0.2 0.1
H 3.292 1.044 3.087 -0.3 -0.1 -0.3
H 3.598 -1.043 -0.193 0.1 0.1 0.1
H 4.414 -0.271 1.184 -0.4 0.1 -0.1
H 3.732 0.723 -0.133 0.0 -0.2 0.1
H -3.867 2.731 1.092 0.0 -0.2 -0.3
H -3.817 1.122 0.289 0.0 0.2 0.2
H -3.107 2.520 -0.528 -0.1 0.0 0.3
H -2.961 1.811 3.343 0.2 -0.3 0.0
H -1.391 0.956 3.587 -0.3 0.1 -0.1
H -2.735 0.110 2.780 0.0 0.4 0.1
H -1.869 3.896 2.304 0.3 0.0 -0.2
H -0.878 3.977 0.797 -0.2 -0.1 0.3
H -0.155 3.324 2.293 -0.3 0.1 -0.1
H 2.155 2.448 -3.386 -0.1 -0.3 0.1
H 1.409 0.821 -3.488 0.2 0.2 -0.1
H 2.867 1.069 -2.493 -0.2 0.1 -0.1
H 2.099 4.012 -1.323 -0.1 -0.3 0.2
H 2.863 2.798 -0.253 -0.3 0.2 -0.1
H 1.381 3.650 0.278 0.2 -0.1 -0.3
H 0.067 3.629 -2.901 -0.2 -0.1 0.2
H -0.992 3.539 -1.459 0.1 -0.1 -0.2
H -1.139 2.318 -2.750 0.1 0.2 0.0
C -4.521 0.078 -4.533 0.3 -1.1 -1.1
C -3.546 -0.916 -4.698 -0.2 0.3 -0.3
C -3.429 -1.623 -5.894 -0.3 0.1 0.0
C -4.324 -1.387 -6.945 0.0 0.2 0.4
C -5.341 -0.435 -6.783 0.5 -0.3 0.3
C -5.447 0.293 -5.588 0.3 0.3 0.7
Se -4.457 1.087 -2.903 0.3 0.0 0.7
H -3.402 0.275 -2.108 -0.8 0.3 -0.9
H -2.863 -1.109 -3.875 0.0 -0.1 -0.2
H -2.633 -2.357 -5.993 -0.2 0.1 -0.1
H -4.221 -1.949 -7.876 -0.1 0.2 0.3
H -6.044 -0.268 -7.603 0.2 0.0 0.4
H -6.244 1.033 -5.481 0.3 -0.2 0.0
C 0.092 -4.934 2.763 0.3 -0.2 -0.3
N -0.781 -3.757 3.002 0.0 0.4 -0.4
C -1.367 -3.576 4.352 -0.4 0.5 0.3
C -0.882 -2.831 2.112 0.4 0.3 -0.3
N -0.908 -1.976 1.290 -0.2 -1.3 1.0
H -0.479 -5.858 2.922 0.1 0.3 -0.1
H 0.937 -4.906 3.467 -0.3 0.1 -0.2
H 0.470 -4.905 1.726 -0.2 -0.1 0.5
H -0.953 -2.672 4.824 -0.1 -0.3 -0.1
H -2.461 -3.477 4.286 0.4 -0.2 0.0
H -1.108 -4.447 4.954 -0.1 0.1 -0.2
```
Positions in Å, forces in eV/Å.

***

Entry 3:
Computed, not measured: a structure of composition C20H43OP3SSc, with ωB97M-V with the def2-TZVPD basis set.

- Frontier orbital gap (alpha / beta): 6.04 / 5.23 eV
- HOMO (alpha / beta): -0.575 / -0.544 Eh
- Strongest force on any atom: 3.1 eV Å⁻¹
- Charge: +3
- LUMO (alpha / beta): -9.62 / -9.57 eV

Structure (XYZ):
```
69
Properties=species:S:1:pos:R:3:forces:R:3
Sc 1.321 -0.326 -0.936 -2.5 0.8 1.6
P -1.284 2.107 -0.010 -1.5 1.0 0.6
P -2.313 -1.455 -0.930 -0.1 0.6 0.0
P 3.419 0.962 -0.754 1.8 1.2 0.1
H 1.856 -0.604 -4.013 -0.9 -0.2 0.3
C 1.185 -0.627 -3.122 1.0 0.4 -1.5
C 1.476 -2.014 -2.420 -0.2 -1.8 0.3
H 2.307 -2.533 -2.950 -0.8 0.2 0.3
C -1.132 3.540 -1.087 0.0 0.0 -0.5
C -2.744 2.408 1.044 0.0 -0.2 0.1
C 0.201 2.141 1.018 0.4 -0.4 0.2
C -3.152 -3.009 -1.415 0.1 -0.2 0.0
C -2.969 -1.254 0.771 -0.1 0.1 0.3
C -3.353 -0.299 -1.937 -0.1 -0.2 0.5
C 4.914 0.377 -1.608 0.0 -0.1 -0.2
C 4.001 1.141 0.963 -0.1 -0.2 0.2
C 3.367 2.713 -1.287 -0.3 0.0 -0.2
H 1.571 0.376 -2.641 -0.4 -1.2 -1.7
H 1.827 -2.129 -1.286 -0.2 -0.1 -2.1
H -1.223 4.466 -0.495 0.1 -0.4 -0.1
H -1.928 3.543 -1.843 0.2 0.0 0.2
H -0.156 3.542 -1.592 -0.3 0.0 0.1
H -2.706 3.445 1.418 0.0 -0.4 -0.1
H -2.779 1.708 1.900 0.1 0.3 -0.4
H -3.666 2.283 0.447 0.4 0.1 0.2
H 0.076 2.911 1.805 -0.1 -0.3 -0.5
H 1.084 2.413 0.419 -0.3 0.0 0.1
H 0.406 1.184 1.511 -0.2 0.3 -0.1
H -4.088 -3.043 -0.841 0.2 -0.2 -0.4
H -2.519 -3.872 -1.167 -0.4 0.1 0.0
H -3.365 -3.006 -2.493 0.0 -0.1 0.4
H -3.625 -0.375 0.833 0.1 -0.3 0.2
H -2.136 -1.154 1.484 -0.4 0.0 -0.2
H -3.533 -2.164 1.016 0.0 0.4 0.2
H -4.388 -0.408 -1.606 -0.1 0.2 -0.3
H -3.250 -0.566 -2.993 -0.1 0.1 0.2
H -3.051 0.747 -1.810 -0.3 -0.1 -0.2
H 5.652 1.192 -1.594 -0.1 -0.4 0.0
H 4.676 0.113 -2.650 0.2 0.1 0.3
H 5.311 -0.502 -1.079 -0.1 0.2 -0.3
H 4.737 1.954 0.985 -0.1 -0.2 0.1
H 4.478 0.205 1.281 -0.1 0.3 0.0
H 3.172 1.374 1.645 0.3 0.0 -0.1
H 4.380 3.117 -1.170 -0.3 0.1 -0.1
H 2.665 3.303 -0.681 0.3 -0.1 -0.2
H 3.069 2.780 -2.343 0.1 0.1 0.2
C -0.938 -1.919 -3.616 0.4 0.5 -0.6
C -0.329 -0.528 -3.490 -0.3 -0.2 -0.9
C -0.517 0.241 -4.768 0.1 0.5 -0.2
C -1.525 -0.063 -5.634 0.5 0.5 -0.5
C -2.220 -1.299 -5.564 -0.5 -0.1 0.2
C -1.879 -2.242 -4.587 0.4 -0.2 0.4
S -0.199 -3.005 -2.510 2.2 -0.2 0.0
H -1.612 0.903 -0.744 1.0 0.7 0.6
H -0.930 -0.041 -2.673 0.7 0.0 -0.1
H 0.229 1.024 -4.998 -0.8 -0.2 0.2
H -1.716 0.608 -6.491 0.2 -0.5 0.5
H -2.959 -1.566 -6.320 0.2 0.2 0.2
H -2.328 -3.248 -4.610 0.4 0.5 -0.1
C 0.136 -1.155 2.999 0.2 0.5 0.9
C 1.138 -1.538 1.984 0.0 0.3 -1.0
C 2.170 -2.554 2.253 -0.2 -0.6 0.4
O 1.114 -0.979 0.849 -0.2 -1.1 2.9
H 0.593 -1.169 4.011 -0.3 -0.2 -0.5
H -0.695 -1.878 3.010 0.3 0.0 0.0
H -0.271 -0.145 2.838 0.0 -0.5 -0.1
H 2.311 -3.233 1.398 -0.1 0.3 0.2
H 3.139 -2.061 2.434 -0.3 0.0 0.1
H 1.879 -3.123 3.144 0.4 0.0 -0.2
```
Positions in Å, forces in eV/Å.